Molecular formula: C5H11NO
Method: DFT, ωB97M-V/def2-TZVPD

Each line ends with the natural charge from an NBO analysis.
Positions of all 18 atoms, in Å:
O1 -0.143 1.594 2.512  -0.51
C1 0.555 1.719 1.546  0.45
C2 0.121 1.632 0.111  -0.51
C3 0.755 0.386 -0.543  -0.38
C4 0.117 -0.949 -0.123  -0.43
C5 -0.936 -1.440 -1.121  -0.20
N1 -0.459 -2.520 -1.941  -0.88
H1 1.653 1.892 1.646  0.09
H2 -0.960 1.488 0.141  0.22
H3 0.426 2.518 -0.449  0.23
H4 1.819 0.439 -0.294  0.20
H5 0.700 0.445 -1.632  0.21
H6 -0.358 -0.937 0.857  0.22
H7 0.973 -1.617 -0.081  0.21
H8 -1.258 -0.605 -1.753  0.17
H9 -1.826 -1.801 -0.603  0.19
H10 0.539 -2.505 -2.078  0.35
H11 -0.777 -3.465 -2.039  0.38

LUMO energy	1.04	eV
structure (SMILES)	NCCCCC=O
energy relative to the best compared isomer or geometry (same formula, charge and spin)	161.8	kJ/mol
E	-327.069710	hartree